DFT (the ωB97M-V functional and the def2-TZVPD basis) results for an isolated ion of composition C4H13N2 and charge +1 at a distorted geometry.

HOMO energy ... -13.6 eV
Structure (SMILES) ... CN[C@@H](C)[NH2+]C
Spin multiplicity ... 1
Net charge ... +1
Total energy ... -7331.1191 eV
Frontier orbital gap ... 10.34 eV

Atoms and positions in Å:
C: -2.0240 -1.0878 1.1010
N: -0.5918 -0.6800 1.2104
C: -0.0350 0.4127 0.2158
C: 0.8953 1.2082 0.9699
N: 0.5498 -0.4385 -0.8880
C: 1.4345 0.0814 -1.9911
H: -2.2500 -1.8716 0.1942
H: -2.2678 -1.5176 1.9958
H: -2.5827 -0.1204 1.0522
H: -0.2075 -0.4346 2.1084
H: -0.9727 0.8972 -0.2376
H: 1.4952 0.6644 1.6349
H: 0.3748 1.9116 1.6193
H: 1.5309 1.7783 0.2681
H: -0.3372 -0.9576 -1.3120
H: 1.0000 -1.1482 -0.2842
H: 2.4626 0.1286 -1.6405
H: 1.3749 -0.4241 -2.9032
H: 1.0599 1.1220 -2.1527

DFT (the ωB97M-V functional and the def2-TZVPD basis) results for C8H8O6Tl as an isolated structure at a distorted geometry.

HOMO energy ... -12.8 eV
Spin multiplicity ... 1
Net charge ... +1
Total energy ... -25391.7771 eV
Frontier orbital gap ... 4.76 eV

Atoms and positions in Å:
Tl: 23.7264 -17.5100 5.3932
C: 27.9559 -14.4839 5.8330
C: 26.8559 -15.5402 5.9182
C: 26.9543 -16.5940 7.1419
O: 26.2080 -17.5189 7.1779
C: 28.0046 -16.4256 8.0914
C: 29.0110 -15.4899 7.8963
C: 29.0164 -14.5579 6.6881
O: 29.9530 -13.7099 6.4237
O: 29.7637 -15.3268 8.9848
O: 25.8699 -15.7092 5.1395
H: 28.0189 -13.8003 4.9992
H: 27.9776 -16.9604 9.0293
C: 23.4606 -21.1888 6.4234
C: 21.9961 -20.6377 6.5291
O: 21.6971 -19.7756 5.5047
O: 24.3630 -20.1058 6.5169
H: 23.5371 -21.6478 5.4377
H: 23.7539 -21.9525 7.1438
H: 21.8787 -20.1149 7.4783
H: 21.3370 -21.5059 6.5257
H: 20.7557 -19.8666 5.3401
H: 25.2348 -20.4932 6.6245

DFT (the ωB97M-V functional and the def2-TZVPD basis) results for C6H15N4ORe as an isolated structure at a distorted geometry.

HOMO energy (alpha / beta) ... -9.6 / -10.1 eV
Spin multiplicity ... 4
Net charge ... +1
Total energy ... -16593.4099 eV
Frontier orbital gap (alpha / beta) ... 5.56 / 6.01 eV

Atoms and positions in Å:
C: -3.6778 -1.6281 -3.5580
Re: 0.0274 -0.9419 -0.4539
N: 0.4607 -0.0030 -2.3552
H: -1.3027 -1.8271 -0.7054
H: -4.1079 -0.6974 -3.2698
H: -4.3638 -2.4721 -3.4229
H: -2.7877 -1.7582 -2.9090
H: -3.3461 -1.6089 -4.6024
H: 1.4091 -0.1734 -2.7218
H: 0.2959 1.0078 -2.3760
H: -0.1962 -0.4345 -3.0086
C: 2.6544 -1.1528 2.7461
N: 1.6407 -0.1332 2.3879
C: 1.8469 1.2250 2.5866
C: 1.0112 2.1626 2.0697
C: 0.0208 1.7586 1.1917
N: -0.1639 0.4056 0.9675
C: 0.6586 -0.5108 1.5471
O: 0.4289 -1.7608 1.2787
N: -0.7581 2.5083 0.3668
H: 3.3287 -0.7242 3.5001
H: 3.2220 -1.4444 1.8415
H: 2.1509 -2.0373 3.1490
H: 2.7218 1.4667 3.1912
H: 1.1221 3.2389 2.2612
H: -0.8019 3.5116 0.4344
H: -1.4943 2.0230 -0.1365

DFT (the ωB97M-V functional and the def2-TZVPD basis) results for C33H60F3N9O3PbS as an isolated structure at a distorted geometry.

HOMO energy ... -14.6 eV
Spin multiplicity ... 1
Net charge ... +2
Total energy ... -78965.4340 eV
Frontier orbital gap ... 5.75 eV

Atoms and positions in Å:
N: 16.3479 12.1708 15.7710
H: 16.0162 12.0975 16.7222
H: 17.0521 12.8844 15.6489
H: 15.6138 12.3660 15.1053
H: 16.8426 11.3302 15.5088
Pb: 17.5752 16.0474 13.2069
C: 12.7204 14.5273 12.5299
F: 11.6919 13.7274 12.9563
F: 12.5004 14.7584 11.2092
F: 12.7591 15.7159 13.1706
S: 14.4621 13.6446 12.7051
O: 14.5542 12.8132 11.4998
O: 15.4786 14.7539 12.7680
O: 14.4078 12.8702 13.9441
C: 14.2217 14.8021 7.0628
C: 14.6907 14.3931 8.4747
C: 15.9019 13.4400 8.5053
C: 15.4656 12.0853 8.2450
N: 15.0800 11.0009 8.0622
H: 13.3199 15.4139 7.0869
H: 13.9674 13.9047 6.4988
H: 15.0276 15.3430 6.5667
H: 13.8811 13.8654 8.9789
H: 14.8454 15.3094 9.0444
H: 16.4317 13.4402 9.4579
H: 16.6364 13.5884 7.7137
C: 13.2892 15.3554 18.5788
C: 13.8549 16.3217 17.5099
C: 14.0265 15.6645 16.1259
C: 14.9094 16.5020 15.2823
N: 15.5329 17.2887 14.6577
H: 12.3440 14.9524 18.2151
H: 13.0518 15.8934 19.4965
H: 13.9884 14.5365 18.7481
H: 14.8016 16.7200 17.8749
H: 13.1270 17.1246 17.3934
H: 13.0401 15.5122 15.6877
H: 14.5062 14.6857 16.1225
C: 10.7280 12.6392 17.2984
C: 11.3290 12.4510 15.8781
C: 11.8306 11.0129 15.6447
C: 13.0621 10.7356 16.4715
N: 14.0299 10.5137 17.0861
H: 10.0880 13.5143 17.4108
H: 11.5650 12.7533 17.9871
H: 10.1773 11.7944 17.7121
H: 12.1238 13.1802 15.7206
H: 10.6549 12.7174 15.0641
H: 12.1644 10.8706 14.6169
H: 11.0264 10.3266 15.9101
C: 17.0000 8.0792 10.4929
C: 15.5394 8.4266 10.7802
C: 15.2758 9.8583 11.4371
C: 15.9450 9.9668 12.7354
N: 16.4264 10.0614 13.7706
H: 17.4194 8.7327 9.7280
H: 17.2516 7.1156 10.0497
H: 17.4529 8.1396 11.4826
H: 15.0552 7.7220 11.4564
H: 14.9841 8.3087 9.8497
H: 14.2120 10.0497 11.5776
H: 15.7469 10.6065 10.7996
C: 12.8067 18.6266 10.4251
C: 13.4373 18.0287 9.1553
C: 14.9318 18.1766 9.0830
C: 15.6053 17.7328 10.3411
N: 16.1497 17.4088 11.2727
H: 13.3906 19.4933 10.7350
H: 13.0275 17.8834 11.1913
H: 11.7328 18.8117 10.4499
H: 13.0907 18.5373 8.2557
H: 13.1802 16.9728 9.0722
H: 15.1659 19.2028 8.7998
H: 15.2475 17.5498 8.2490
C: 12.4536 19.5825 15.7852
C: 12.2852 18.5923 14.6345
C: 11.0674 18.8376 13.7337
C: 11.0465 20.2544 13.3516
N: 11.0113 21.3469 13.0168
H: 11.5155 19.6327 16.3381
H: 12.6279 20.6261 15.5233
H: 13.2498 19.1336 16.3790
H: 12.2623 17.5980 15.0805
H: 13.2093 18.6603 14.0605
H: 10.1509 18.5820 14.2655
H: 11.1318 18.2072 12.8469
C: 10.9260 9.3061 9.0623
C: 11.9278 10.4339 9.2668
C: 11.5767 11.5918 10.1768
C: 10.3168 12.2596 9.8501
N: 9.3702 12.8611 9.5595
H: 10.6547 8.8794 10.0280
H: 11.3771 8.5874 8.3781
H: 10.0172 9.8062 8.7276
H: 12.1789 10.8360 8.2852
H: 12.7958 10.0711 9.8172
H: 12.3098 12.3814 10.0123
H: 11.6096 11.3303 11.2345
C: 8.2771 13.7771 12.9277
C: 8.9714 15.1478 12.8660
C: 8.1269 16.3002 13.4397
C: 6.8529 16.5189 12.7342
N: 5.8584 16.6732 12.1766
H: 9.0346 13.0822 12.5651
H: 7.3367 13.6966 12.3825
H: 7.9659 13.5412 13.9454
H: 9.2754 15.3406 11.8371
H: 9.9059 15.1959 13.4249
H: 8.6288 17.2621 13.3350
H: 7.9419 16.1540 14.5039

DFT (the ωB97M-V functional and the def2-TZVPD basis) results for one molecule with the formula C3H6O2.

HOMO energy ... -8.7 eV
Spin multiplicity ... 1
Total energy ... -7300.5789 eV
Frontier orbital gap ... 9.34 eV

Atoms and positions in Å:
O: 0.7117 1.1957 0.4997
C: 0.0872 0.3207 -0.4556
C: 0.4188 -1.1628 -0.3023
C: -1.4478 0.3741 -0.3754
O: -1.7850 1.0786 0.6601
H: 1.1945 0.6811 1.1578
H: 0.3894 0.6604 -1.4535
H: 0.2729 -1.4865 0.7387
H: 1.4313 -1.4286 -0.6296
H: -0.3135 -1.6979 -0.9051
H: -0.9595 1.4653 1.0652

DFT (the ωB97M-V functional and the def2-TZVPD basis) results for a 8-piece molecular cluster, C14H26Br12Cl6 overall.

HOMO energy ... -10.1 eV
Structure (SMILES) ... ClC(Cl)Cl.ClC(Cl)Cl.BrCCBr.BrCCBr.BrCCBr.BrCCBr.BrCCBr.BrCCBr
Spin multiplicity ... 1
Total energy ... -930585.5979 eV
Frontier orbital gap ... 10.23 eV

Atoms and positions in Å:
Cl: 0.7619 -3.3640 1.1459
C: 1.4729 -2.9151 2.6912
Cl: 0.4559 -1.7605 3.5448
Cl: 3.1072 -2.2761 2.4563
H: 1.5569 -3.8094 3.2929
Cl: 2.8672 1.7623 -3.5592
C: 3.1816 2.5559 -2.0289
Cl: 1.8730 3.6358 -1.5373
Cl: 4.7336 3.3716 -2.0416
H: 3.2383 1.8080 -1.2470
Br: 1.1060 -7.1342 -3.0182
C: 0.2020 -5.6504 -2.1581
C: -0.2363 -4.6743 -3.2223
Br: -0.9424 -3.0631 -2.3962
H: 0.9318 -5.1843 -1.5012
H: -0.6114 -6.0317 -1.5486
H: -0.9833 -5.0500 -3.9128
H: 0.6300 -4.3554 -3.7957
Br: 0.8888 0.1139 -1.0091
C: -0.7056 -0.2525 0.0381
C: -1.1665 1.0305 0.6656
Br: -2.8169 0.6747 1.6376
H: -0.4585 -1.0086 0.7782
H: -1.4224 -0.7189 -0.6300
H: -1.3778 1.8075 -0.0603
H: -0.4323 1.3667 1.3906
Br: -2.1571 0.5468 8.2518
C: -1.3880 0.4037 6.5031
C: -2.2923 0.9366 5.4264
Br: -2.6925 2.8137 5.6329
H: -1.2067 -0.6563 6.3273
H: -0.4186 0.8948 6.5015
H: -3.2284 0.3861 5.3852
H: -1.8238 0.8492 4.4484
Br: -0.7181 1.1437 -6.2306
C: -1.3237 1.4175 -4.4020
C: -2.5938 0.6532 -4.2185
Br: -3.2993 0.9239 -2.4359
H: -1.4485 2.4891 -4.2831
H: -0.5436 1.0681 -3.7354
H: -2.4645 -0.4142 -4.3793
H: -3.3651 0.9731 -4.9148
Br: 2.8878 -3.0873 -2.4987
C: 3.8578 -1.9599 -1.2756
C: 4.9412 -1.2087 -2.0095
Br: 5.6669 0.1498 -0.8123
H: 4.2244 -2.5666 -0.4544
H: 3.1683 -1.2257 -0.8705
H: 4.5580 -0.6957 -2.8851
H: 5.7892 -1.8342 -2.2692
Br: -4.7422 4.7796 2.3394
C: -3.0478 4.4263 1.4422
C: -1.9252 4.8683 2.3430
Br: -0.2358 4.5099 1.4659
H: -3.0934 4.9773 0.5080
H: -3.0140 3.3606 1.2390
H: -1.9363 4.2847 3.2599
H: -1.9884 5.9140 2.6266